1.
{
  "formula": "C29H33CoN5",
  "method": "ωB97M-V/def2-TZVPD",
  "symbols": ["Co", "C", "C", "C", "C", "C", "C", "C", "N", "C", "C", "C", "C", "C", "C", "C", "N", "C", "C", "C", "C", "H", "H", "H", "H", "H", "H", "H", "H", "H", "H", "H", "H", "H", "H", "H", "H", "H", "H", "H", "H", "H", "H", "H", "H", "C", "C", "C", "C", "C", "C", "N", "N", "C", "C", "C", "C", "C", "N", "H", "H", "H", "H", "H", "H", "H", "H", "H"],
  "xyz": [[0.59447, -1.30712, 1.32727], [5.82744, 0.78759, -2.68790], [4.66895, 1.66965, -2.22545], [5.21655, 2.82280, -1.36313], [3.93925, 2.24037, -3.45629], [3.66313, 0.89815, -1.39991], [3.78509, -0.46475, -1.12374], [2.83391, -1.10454, -0.36079], [1.76304, -0.45535, 0.12989], [1.62148, 0.86951, -0.10826], [2.53662, 1.55237, -0.86085], [-0.83167, 0.74188, 0.15910], [-1.90667, 1.33171, -0.45579], [-3.03141, 0.58478, -0.84974], [-2.99187, -0.78655, -0.58181], [-1.90439, -1.33925, 0.05609], [-0.84735, -0.59053, 0.41201], [-4.20292, 1.26528, -1.52403], [-3.69860, 1.90977, -2.82926], [-5.32589, 0.28129, -1.84797], [-4.73475, 2.35572, -0.57554], [6.51468, 1.38949, -3.28020], [5.49153, -0.03326, -3.32445], [6.39564, 0.38147, -1.84865], [5.98403, 3.34886, -1.92970], [5.67543, 2.45489, -0.44407], [4.44686, 3.55256, -1.10743], [4.64857, 2.82188, -4.04439], [3.11961, 2.90648, -3.18230], [3.54825, 1.44529, -4.09264], [4.61959, -1.03898, -1.49749], [2.91809, -2.16494, -0.14296], [2.38913, 2.60940, -1.03806], [-1.87013, 2.39562, -0.64947], [-3.80827, -1.43617, -0.86070], [-1.86283, -2.39730, 0.28341], [-3.32719, 1.15828, -3.52725], [-2.91250, 2.64583, -2.65432], [-4.52936, 2.42860, -3.30651], [-5.00097, -0.50300, -2.53443], [-6.13572, 0.81830, -2.33914], [-5.74266, -0.17812, -0.94918], [-4.00534, 3.14928, -0.40575], [-5.03563, 1.93862, 0.38715], [-5.61304, 2.81577, -1.02686], [-1.14387, -6.18958, 2.96139], [-0.36589, -5.65457, 1.92703], [-0.17425, -4.29757, 1.87957], [-0.75937, -3.47023, 2.86467], [-1.54660, -4.01544, 3.90370], [-1.72828, -5.37632, 3.93959], [-0.49435, -2.13192, 2.76435], [-0.95128, -1.31918, 3.62832], [-0.48055, -0.05531, 3.33465], [-1.01196, 1.21169, 3.72785], [-0.37945, 2.12753, 2.96656], [0.64045, 1.47144, 2.09343], [0.41560, 1.50684, 0.55076], [0.54182, 0.07409, 2.50053], [-1.29438, -7.26113, 3.00631], [0.07898, -6.30634, 1.18852], [0.44261, -3.87127, 1.08677], [-1.98486, -3.36606, 4.64865], [-2.32090, -5.82389, 4.72552], [-1.78354, 1.36109, 4.46769], [-0.53899, 3.19750, 2.98787], [1.63926, 1.87440, 2.29463], [0.31762, 2.54265, 0.23312]],
  "nbo_charge": [1.21, -0.62, -0.11, -0.60, -0.60, 0.20, -0.24, 0.07, -0.51, 0.20, -0.17, 0.20, -0.17, 0.19, -0.23, 0.06, -0.41, -0.11, -0.60, -0.62, -0.60, 0.25, 0.22, 0.22, 0.25, 0.22, 0.21, 0.25, 0.20, 0.22, 0.28, 0.23, 0.25, 0.25, 0.28, 0.23, 0.22, 0.20, 0.25, 0.22, 0.25, 0.22, 0.21, 0.22, 0.25, -0.03, -0.20, -0.17, 0.13, -0.14, -0.19, -0.17, -0.18, 0.44, -0.25, -0.02, -0.11, -0.28, -0.42, 0.27, 0.27, 0.19, 0.27, 0.27, 0.30, 0.27, 0.29, 0.28],
  "gap_ev": 6.3,
  "charge": 3,
  "e_homo_ev": -18.443,
  "relative_energy_ev": 0.906
}

---

2.
{
  "formula": "C6H6LiO6Tl",
  "method": "ωB97M-V/def2-TZVPD",
  "symbols": ["O", "C", "O", "O", "C", "C", "H", "H", "H", "O", "C", "O", "Tl", "Li", "C", "O", "H", "H", "C", "H"],
  "xyz": [[2.65414, 2.46660, -0.00370], [1.74664, 1.61536, -0.04578], [0.53428, 1.93053, -0.25986], [2.08591, 0.33678, 0.16227], [1.07569, -0.61252, 0.44963], [1.33289, -1.98377, -0.07759], [-0.19721, -0.02117, 1.75981], [1.06506, -2.83029, 0.55706], [2.22832, -2.09393, -0.69152], [0.63832, -0.50101, 1.75155], [0.19678, -1.14205, -0.67395], [0.30763, -0.64132, -1.92201], [1.45528, 4.45146, -0.26124], [-0.38835, 1.02344, -1.68772], [-2.81426, 0.09949, 0.52766], [-3.11160, -0.35072, -0.81815], [-3.32639, -0.45417, 1.31687], [-2.68024, 1.17932, 0.62607], [-1.88439, -0.58602, -0.37140], [-0.91853, -1.88602, -0.33798]],
  "nbo_charge": [-0.81, 1.01, -0.91, -0.48, 0.42, -0.50, 0.48, 0.22, 0.22, -0.70, 0.20, -0.88, 0.89, 0.92, -0.29, -0.46, 0.20, 0.18, 0.12, 0.17],
  "gap_ev": [5.6, 5.7],
  "e_homo_ev": [-6.574, -6.677],
  "relative_energy_ev": 3.383
}

---

3.
{
  "formula": "C26H34CaF6NO25S2",
  "method": "ωB97M-V/def2-TZVPD",
  "symbols": ["Ca", "C", "F", "F", "F", "S", "O", "O", "N", "S", "O", "O", "C", "F", "F", "F", "C", "C", "O", "C", "O", "O", "H", "H", "H", "H", "C", "C", "O", "C", "O", "O", "H", "H", "H", "H", "C", "C", "O", "C", "O", "O", "H", "H", "H", "H", "C", "C", "O", "C", "O", "O", "H", "H", "H", "H", "C", "C", "C", "O", "C", "O", "O", "H", "H", "H", "H", "H", "H", "C", "C", "C", "O", "C", "O", "O", "H", "H", "H", "H", "H", "H", "C", "C", "C", "O", "C", "O", "O", "H", "H", "H", "H", "H", "H"],
  "xyz": [[-0.31133, -0.65354, 0.30786], [-2.64908, -4.22938, 1.59964], [-3.72735, -4.95703, 1.34021], [-2.69743, -3.57597, 2.73494], [-1.62084, -5.04403, 1.60965], [-2.57673, -2.93322, 0.17116], [-3.44845, -3.29842, -0.93965], [-2.97174, -1.68581, 0.75959], [-0.92554, -2.75610, -0.22378], [-0.50716, -4.03821, -1.15881], [-1.41532, -5.15256, -1.17588], [-0.04894, -3.52481, -2.43303], [1.05701, -4.68823, -0.23765], [2.14227, -4.05648, -0.63645], [0.92879, -4.56390, 1.07584], [1.13701, -5.98450, -0.53183], [2.16058, 2.88413, 4.42526], [2.43739, 3.83197, 3.26926], [2.14581, 2.97602, 2.15225], [1.44370, 1.91407, 2.57017], [1.07889, 1.03779, 1.85755], [1.21800, 1.93254, 3.91480], [1.82937, 3.36857, 5.34198], [3.08631, 2.36179, 4.68165], [3.47628, 4.15027, 3.32496], [1.76368, 4.67412, 3.09946], [-1.18876, -0.82995, 6.07825], [0.24453, -1.26469, 5.88268], [0.43920, -0.95264, 4.51168], [-0.74495, -0.93442, 3.88825], [-0.85433, -0.91006, 2.70253], [-1.71703, -1.09843, 4.77267], [-1.24640, 0.22184, 6.35898], [-1.77120, -1.45194, 6.75260], [0.42263, -2.32644, 6.07471], [0.94705, -0.73518, 6.52645], [-3.71764, 3.52125, -0.34232], [-3.96895, 3.65910, 1.13806], [-3.17035, 2.63364, 1.72632], [-2.53495, 1.93937, 0.76923], [-1.82579, 1.00760, 0.96152], [-2.90021, 2.36081, -0.45603], [-3.09979, 4.36557, -0.65982], [-4.59313, 3.44288, -0.98051], [-5.01914, 3.57591, 1.41800], [-3.67201, 4.64299, 1.50082], [3.73605, -2.55488, 3.94531], [4.21300, -1.16186, 3.54045], [3.56503, -1.01336, 2.24648], [2.54325, -1.86308, 2.16316], [1.75270, -1.84114, 1.27701], [2.50123, -2.65444, 3.24828], [3.45261, -2.50601, 4.99602], [4.41933, -3.36189, 3.69257], [5.26403, -0.91155, 3.43970], [3.72681, -0.35673, 4.10014], [4.30646, 0.33819, -4.69488], [3.08070, -0.54480, -4.39788], [3.41413, -2.02328, -4.08571], [2.56508, -2.26695, -2.94962], [1.95818, -1.13481, -2.55548], [1.12994, -1.08042, -1.70775], [2.40659, -0.07688, -3.23298], [4.74148, -0.08858, -5.59718], [4.92658, 0.27474, -3.80436], [3.95934, 1.35080, -4.88222], [2.33510, -0.55244, -5.19793], [4.42983, -2.07044, -3.69466], [3.15427, -2.62546, -4.94784], [-4.98858, -1.86474, -4.27932], [-3.46585, -1.70723, -4.05975], [-2.72918, -0.70865, -4.93510], [-1.68532, -0.30817, -4.03757], [-2.06640, -0.56127, -2.76971], [-1.37027, -0.28821, -1.83849], [-3.21332, -1.20768, -2.74324], [-5.33262, -2.51238, -3.47517], [-5.03368, -2.52179, -5.15348], [-5.53781, -0.94677, -4.45070], [-3.00736, -2.69876, -4.05713], [-3.34136, 0.13125, -5.26226], [-2.33830, -1.25385, -5.79178], [1.23069, 5.64957, -1.85610], [0.02695, 4.84033, -1.45596], [-0.61370, 4.02923, -2.62500], [-0.29675, 2.67513, -2.37458], [0.27797, 2.53978, -1.17777], [0.53601, 1.50203, -0.66347], [0.44642, 3.73523, -0.60799], [1.61623, 6.03567, -0.91152], [0.90407, 6.44303, -2.52696], [1.98346, 5.02427, -2.33169], [-0.70436, 5.34216, -0.82456], [-0.21015, 4.43748, -3.55122], [-1.70247, 4.06332, -2.66336]],
  "mulliken_charge": [2.92, 0.62, -0.22, -0.18, -0.18, 0.50, -0.55, -0.47, -0.88, 0.53, -0.59, -0.60, 0.69, -0.17, -0.24, -0.25, -0.52, -0.42, -0.23, -0.18, 0.52, -0.16, 0.35, 0.28, 0.28, 0.30, -0.50, -0.42, 0.06, -0.52, 0.33, -0.31, 0.25, 0.34, 0.29, 0.32, -0.29, -0.53, -0.37, -0.19, 0.19, -0.07, 0.11, 0.36, 0.29, 0.29, -0.47, -0.07, -0.27, -0.12, -0.20, -0.25, 0.32, 0.29, 0.34, -0.07, -1.44, 0.15, -0.56, -0.31, -0.31, 0.91, -0.17, 0.40, 0.34, 0.34, 0.35, 0.37, 0.29, -1.50, 0.38, -0.59, -0.31, -0.66, 1.28, -0.16, 0.37, 0.43, 0.33, 0.33, 0.32, 0.32, -1.51, 0.29, -0.48, -0.24, -0.14, 0.24, -0.38, 0.38, 0.42, 0.34, 0.29, 0.37, 0.23],
  "gap_ev": 9.5,
  "charge": 1,
  "e_homo_ev": -11.326
}

---

4.
{
  "formula": "C18H23ClN4O4",
  "method": "ωB97M-V/def2-TZVPD",
  "symbols": ["C", "N", "C", "C", "C", "O", "N", "C", "C", "O", "C", "C", "C", "C", "C", "O", "N", "C", "C", "C", "C", "Cl", "C", "C", "N", "C", "O", "H", "H", "H", "H", "H", "H", "H", "H", "H", "H", "H", "H", "H", "H", "H", "H", "H", "H", "H", "H", "H", "H", "H"],
  "xyz": [[-3.81086, -1.12066, 4.62212], [-2.60782, -0.88001, 3.84538], [-1.32598, -0.81072, 4.55961], [-1.03252, -2.14000, 5.29847], [-0.16425, -0.51667, 3.59462], [0.84604, 0.05150, 3.98475], [-0.25677, -0.87222, 2.23893], [0.83320, -0.58570, 1.30028], [1.90433, -1.69555, 1.48949], [1.82076, -2.68288, 0.46668], [2.05188, -2.09140, -0.81740], [1.94105, -3.08017, -1.95686], [1.63300, -2.22465, -3.18852], [0.70324, -1.11077, -2.60910], [0.86315, 0.32071, -3.29103], [1.73088, 0.51630, -4.15288], [0.06997, 1.36576, -2.86375], [0.07680, 2.73520, -3.21260], [0.95698, 3.32799, -4.16155], [0.82643, 4.69538, -4.50501], [-0.21801, 5.44144, -3.98236], [-0.58449, 7.06790, -4.54039], [-1.08291, 4.87905, -3.05877], [-0.90796, 3.55109, -2.63897], [1.03790, -1.14592, -1.16654], [0.34489, -0.47217, -0.18266], [-0.73870, 0.02092, -0.46624], [-3.89945, -2.19669, 4.92277], [-4.71246, -0.84395, 4.07458], [-3.79275, -0.48112, 5.51937], [-2.72163, -0.03364, 3.27476], [-1.31059, 0.04486, 5.24528], [-1.08537, -2.98627, 4.60214], [-0.01080, -2.14883, 5.76458], [-1.72381, -2.23916, 6.14204], [-1.13453, -1.29379, 1.90754], [1.26510, 0.39194, 1.51698], [2.85594, -1.19605, 1.41403], [1.82231, -2.17259, 2.48346], [2.98709, -1.57518, -0.78719], [2.87151, -3.65092, -2.10893], [1.12182, -3.80521, -1.75905], [1.14538, -2.81475, -3.97669], [2.56600, -1.78728, -3.58350], [-0.34498, -1.44791, -2.72878], [-0.53894, 1.13080, -2.08532], [1.73034, 2.78110, -4.67092], [1.52422, 5.13250, -5.19437], [-1.91508, 5.47236, -2.68822], [-1.60957, 3.17597, -1.89027]],
  "nbo_charge": [-0.41, -0.65, -0.13, -0.62, 0.68, -0.63, -0.64, -0.16, -0.07, -0.51, 0.26, -0.42, -0.40, -0.12, 0.67, -0.61, -0.64, 0.23, -0.25, -0.22, -0.03, -0.02, -0.22, -0.25, -0.45, 0.71, -0.65, 0.20, 0.21, 0.17, 0.37, 0.20, 0.22, 0.23, 0.22, 0.43, 0.25, 0.17, 0.22, 0.16, 0.23, 0.22, 0.23, 0.24, 0.23, 0.43, 0.25, 0.23, 0.23, 0.22],
  "gap_ev": 9.1,
  "e_homo_ev": -8.471,
  "smiles": "CN[C@@H](C)C(=O)N[C@H]1CO[C@H]2CC[C@H](C(=O)Nc3ccc(Cl)cc3)N2C1=O"
}

---

Let's list E in order: -2780.40233, -863.48543, -5020.11072, -1679.92122 Eh.